{"formula": "C47H38BrF6GaN3O5Te", "method": "ωB97M-V/def2-TZVPD", "lumo_ha": -0.1394, "multiplicity": 1, "total_energy_ev": -210076.87335, "fmax_ev_per_a": 0.7, "orbital_gap_ev": 6.216, "e_homo_ev": -10.008, "charge": 1, "elements": ["Ga", "C", "O", "C", "C", "C", "Br", "C", "C", "C", "O", "C", "N", "C", "C", "C", "C", "C", "C", "N", "H", "H", "H", "H", "H", "H", "H", "H", "H", "H", "H", "C", "C", "C", "C", "C", "O", "C", "C", "C", "C", "C", "C", "C", "O", "C", "C", "C", "N", "C", "C", "Te", "C", "C", "C", "C", "C", "C", "C", "C", "C", "C", "C", "C", "H", "H", "H", "H", "H", "H", "H", "H", "H", "H", "H", "H", "H", "H", "H", "H", "H", "H", "H", "H", "H", "H", "H", "H", "C", "C", "O", "C", "F", "F", "F", "C", "F", "F", "F", "H", "H", "H"], "coordinates": [[0.33344, 0.82994, -0.34292], [0.96179, 2.62152, 2.18423], [1.47581, 1.55083, 1.38134], [2.83084, 1.35073, 1.32912], [3.76240, 2.02766, 2.08500], [5.10865, 1.72965, 1.89971], [6.37974, 2.68506, 2.91640], [5.51827, 0.76258, 1.00828], [4.57160, 0.08194, 0.24007], [3.23577, 0.40925, 0.39754], [2.23242, -0.11848, -0.41471], [5.00378, -0.91430, -0.73760], [6.13765, -0.87941, -1.36248], [6.15113, -1.98312, -2.19543], [7.14719, -2.44535, -3.05358], [6.91180, -3.62784, -3.72474], [5.71515, -4.33982, -3.56459], [4.71114, -3.89133, -2.72824], [4.95540, -2.70625, -2.04843], [4.20367, -1.98581, -1.13025], [1.14882, 2.41592, 3.23776], [-0.10913, 2.65466, 1.99486], [1.40333, 3.57330, 1.88889], [3.46660, 2.77999, 2.80139], [6.56239, 0.51846, 0.87508], [2.64753, -0.55924, -1.18144], [8.07238, -1.89725, -3.16524], [7.67043, -4.02486, -4.38562], [5.57726, -5.26856, -4.10162], [3.78307, -4.43575, -2.60892], [3.48011, -2.41006, -0.56726], [-4.83756, -2.79601, 2.81647], [-3.56882, -2.27745, 2.19795], [-2.33458, -2.84151, 2.49807], [-1.13224, -2.32601, 2.02567], [0.11366, -3.13147, 2.28680], [0.07674, -4.32524, 2.08601], [1.34282, -2.48443, 2.82132], [1.28220, -1.36496, 3.64499], [2.43509, -0.88544, 4.24451], [3.65635, -1.50137, 4.00626], [3.72588, -2.60610, 3.16850], [2.56899, -3.10826, 2.59497], [-1.13358, -1.22147, 1.15650], [0.02301, -0.70693, 0.72316], [-2.40155, -0.73395, 0.74999], [-3.58082, -1.22690, 1.29422], [-2.26819, 0.42914, -0.11763], [-1.52834, 0.33876, -1.20243], [-1.39215, -0.97043, -1.88473], [-2.70230, -1.52817, -2.46139], [-3.88195, -0.11703, -3.61428], [-5.54698, -0.16465, -2.28783], [-6.26416, 0.99743, -2.02611], [-7.35386, 0.96636, -1.16858], [-7.73867, -0.22347, -0.56767], [-7.03897, -1.38878, -0.84442], [-5.95252, -1.36195, -1.70817], [-2.73202, 1.74080, 0.32075], [-3.21092, 1.94867, 1.62331], [-3.75940, 3.16668, 1.97784], [-3.81839, 4.19934, 1.04982], [-3.30001, 4.02079, -0.22710], [-2.76783, 2.80055, -0.59338], [-4.64071, -3.66585, 3.43938], [-5.56644, -3.07388, 2.05388], [-5.29587, -2.02587, 3.43945], [-2.28061, -3.72549, 3.12272], [0.32497, -0.89594, 3.84206], [2.38875, -0.03960, 4.91990], [4.55236, -1.13255, 4.48981], [4.67474, -3.09776, 2.99398], [2.58718, -3.99899, 1.97897], [-4.52426, -0.80665, 0.96189], [-0.96334, -1.73041, -1.22480], [-0.68960, -0.79899, -2.70286], [-3.33375, -1.89293, -1.65508], [-2.46775, -2.36338, -3.11752], [-5.98058, 1.92680, -2.50307], [-7.90998, 1.87514, -0.97566], [-8.59083, -0.24674, 0.09867], [-7.35116, -2.32976, -0.40867], [-5.44373, -2.28707, -1.94822], [-3.14259, 1.15125, 2.35063], [-4.15192, 3.30774, 2.97599], [-4.27436, 5.14243, 1.32187], [-3.33957, 4.83223, -0.94277], [-2.41317, 2.62341, -1.59861], [-0.17318, 4.45281, -2.30013], [0.66603, 3.22721, -1.95765], [0.22744, 2.60503, -0.79484], [0.59446, 2.24903, -3.15482], [1.17733, 1.04190, -2.82933], [-0.67540, 1.95304, -3.44750], [1.18076, 2.69076, -4.25672], [2.13698, 3.65578, -1.71600], [2.87559, 2.58241, -1.34351], [2.19553, 4.53590, -0.70837], [2.73169, 4.19812, -2.77531], [-1.16695, 4.13655, -2.60650], [0.28215, 5.01812, -3.11253], [-0.24961, 5.08558, -1.41876]], "forces_ev_per_angstrom": [[-0.186, -0.393, 0.591], [-0.095, 0.206, 0.073], [-0.281, -0.033, -0.202], [0.135, -0.086, 0.024], [-0.112, 0.026, 0.078], [0.010, 0.001, 0.063], [-0.016, -0.079, -0.036], [0.042, -0.030, 0.000], [-0.271, 0.081, 0.158], [0.213, 0.045, 0.108], [-0.132, 0.258, -0.368], [0.201, -0.310, -0.216], [0.044, 0.337, 0.091], [-0.290, -0.393, 0.062], [-0.021, 0.031, 0.031], [0.090, 0.036, -0.025], [-0.080, -0.040, 0.031], [-0.086, -0.003, 0.020], [0.385, 0.108, -0.132], [-0.282, 0.099, -0.022], [0.025, -0.044, -0.031], [0.012, -0.018, 0.033], [0.044, -0.056, -0.047], [0.007, -0.014, -0.010], [0.003, 0.026, -0.004], [-0.136, 0.066, -0.052], [0.002, -0.001, -0.017], [-0.006, 0.013, -0.010], [-0.002, 0.017, -0.026], [0.036, -0.044, -0.004], [0.097, 0.051, 0.155], [-0.021, 0.077, -0.089], [0.024, -0.127, 0.011], [0.087, 0.057, 0.025], [0.079, 0.080, -0.264], [-0.144, 0.132, 0.031], [0.064, 0.023, -0.044], [0.187, -0.050, 0.094], [-0.116, -0.008, -0.131], [0.092, 0.112, 0.067], [0.035, 0.068, -0.016], [0.007, -0.088, -0.027], [-0.074, 0.061, -0.096], [-0.274, -0.199, 0.154], [0.219, 0.272, -0.039], [0.154, 0.000, 0.234], [-0.030, -0.024, -0.093], [0.081, -0.105, -0.428], [-0.009, -0.037, -0.033], [-0.045, -0.056, -0.091], [0.233, 0.460, 0.069], [-0.133, -0.201, 0.363], [0.202, -0.060, -0.123], [0.121, 0.033, -0.060], [-0.090, 0.022, 0.023], [-0.002, 0.011, 0.029], [0.022, -0.025, 0.004], [-0.008, -0.037, -0.020], [-0.064, 0.298, 0.168], [0.103, -0.126, -0.095], [-0.019, 0.033, 0.064], [0.043, -0.046, 0.033], [-0.013, 0.064, -0.033], [-0.137, -0.127, -0.122], [-0.024, -0.014, 0.005], [0.002, -0.017, 0.004], [-0.025, -0.047, 0.027], [-0.045, 0.005, 0.017], [-0.004, 0.014, -0.012], [-0.034, -0.005, -0.014], [-0.011, 0.025, -0.028], [-0.006, 0.019, -0.004], [0.024, -0.024, 0.032], [-0.026, 0.074, 0.030], [0.025, -0.003, -0.074], [-0.009, -0.033, 0.013], [-0.121, 0.028, -0.027], [0.013, -0.021, 0.045], [0.043, 0.061, 0.062], [0.015, -0.005, -0.001], [0.000, 0.008, -0.004], [-0.002, 0.010, 0.007], [-0.010, -0.018, 0.015], [-0.071, -0.028, 0.013], [0.019, 0.022, -0.002], [0.032, 0.009, 0.005], [-0.013, -0.024, -0.005], [-0.066, -0.048, -0.011], [0.030, -0.022, 0.089], [0.298, -0.048, -0.154], [0.237, -0.263, -0.093], [-0.286, -0.186, -0.062], [-0.009, 0.096, 0.110], [0.122, 0.116, -0.048], [0.041, -0.070, 0.143], [0.110, -0.174, 0.109], [-0.028, 0.159, -0.106], [-0.054, -0.053, -0.040], [-0.112, 0.053, 0.044], [0.005, 0.068, 0.031], [0.007, -0.003, 0.006], [0.009, -0.005, 0.004]], "lowdin_charge": [0.6125, 0.0076, -0.1189, -0.2049, -0.0373, -0.6588, 0.7988, -0.0409, -0.0638, -0.1513, 0.0608, -0.2653, 0.2004, -0.2138, -0.0029, -0.0780, -0.0795, -0.0192, -0.1880, 0.1461, 0.1121, 0.0982, 0.1129, 0.1145, 0.1220, 0.1360, 0.1170, 0.1067, 0.1070, 0.1113, 0.1609, -0.0326, -0.2408, 0.0488, -0.0574, -0.2974, 0.1277, -0.1520, -0.0211, -0.0737, -0.0720, -0.0666, -0.0197, -0.2306, -0.0443, -0.1140, 0.0257, -0.1897, 0.0264, -0.2750, -0.4504, 1.2847, -0.5643, -0.1569, -0.0836, -0.0842, -0.0906, -0.1600, -0.1478, -0.0035, -0.0541, -0.0456, -0.0485, -0.0165, 0.0810, 0.0790, 0.0870, 0.1346, 0.1227, 0.1079, 0.1111, 0.1102, 0.1194, 0.1329, 0.1183, 0.1037, 0.0321, 0.0512, 0.0909, 0.1068, 0.1060, 0.1063, 0.0959, 0.1209, 0.1128, 0.1144, 0.1141, 0.0931, 0.0461, -0.3846, -0.0560, -0.5317, 0.1122, 0.1452, 0.2064, -0.5408, 0.1578, 0.1735, 0.1881, 0.0875, 0.1120, 0.1091]}